Here is a 2-piece molecular cluster, C4H12 overall at a distorted geometry from the Open Molecules 2025 dataset. Energies are from the ωB97M-V functional and the def2-TZVPD basis.

Geometry as ORCA input:
```
! RIJCOSX wB97M-V def2-TZVPD def2/J DEFGRID3
* xyz 0 1
C 0.92 0.43 -2.64
C -1.14 -0.40 1.45
C 1.04 -0.60 -1.52
C -0.78 0.42 2.72
H -2.17 -0.15 1.21
H 1.06 -1.65 -1.81
H 0.10 0.12 -3.28
H -0.04 -0.05 3.36
H 1.95 -0.36 -0.97
H 1.77 0.49 -3.32
H -0.54 0.01 0.65
H 0.22 -0.36 -0.84
H 0.68 1.42 -2.24
H -0.62 1.45 2.35
H -0.81 -1.43 1.51
H -1.63 0.67 3.36
*
```

The value obtained for the energy above the lowest of the compared OMol25 structures with the same formula, charge and spin is 14.6 kcal per mole. The structure (SMILES) is CC.CC. As for the HOMO-LUMO gap: 0.44987 hartree. As for the energy: -159.56173 Eh. The calculation puts the largest force on an atom at 1.565 eV/A. For the HOMO energy, the calculation gives -11.13 eV.